{"formula": "C35H52NO7", "method": "wB97M-V/def2-TZVPD", "gap_ev": 8.039, "total_energy_ha": -1946.04432, "charge": 1, "e_lumo_ev": -3.5877, "symbols": ["C", "O", "C", "C", "C", "C", "C", "C", "C", "N", "C", "C", "C", "C", "C", "C", "C", "C", "O", "C", "C", "O", "C", "C", "C", "C", "C", "C", "C", "C", "C", "C", "C", "C", "C", "C", "O", "C", "O", "C", "C", "O", "O", "H", "H", "H", "H", "H", "H", "H", "H", "H", "H", "H", "H", "H", "H", "H", "H", "H", "H", "H", "H", "H", "H", "H", "H", "H", "H", "H", "H", "H", "H", "H", "H", "H", "H", "H", "H", "H", "H", "H", "H", "H", "H", "H", "H", "H", "H", "H", "H", "H", "H", "H", "H"], "coordinates": [[2.864229, 5.223789, 5.636769], [3.546641, 5.452016, 4.427408], [4.630244, 4.563458, 4.228216], [4.225700, 3.084784, 4.126694], [2.906976, 2.834648, 3.397469], [3.078886, 2.522976, 1.880508], [2.397063, 1.206831, 1.438754], [1.153532, 1.331066, 0.580755], [1.036359, 0.484053, -0.497689], [-0.041477, 0.472403, -1.306080], [-0.034301, -0.539349, -2.399408], [0.371097, -1.936396, -1.927312], [0.147964, -2.945831, -3.059985], [0.929658, -4.225588, -2.758923], [0.655347, -5.359479, -3.759355], [0.466193, -6.689624, -3.019371], [1.773054, -7.184378, -2.396906], [1.841236, -8.703986, -2.330994], [1.054653, -9.199538, -1.246082], [1.648409, -9.169477, -0.022958], [2.918117, -9.929607, 0.204295], [1.113815, -8.587223, 0.868524], [-1.081034, 1.306731, -1.105141], [-2.287003, 1.253431, -1.993155], [-3.431285, 0.517480, -1.287984], [-4.729437, 1.013299, -1.379037], [-5.753823, 0.349100, -0.713106], [-5.523028, -0.796507, 0.041446], [-6.621766, -1.497227, 0.793303], [-4.217637, -1.289181, 0.123080], [-3.186527, -0.630054, -0.540632], [-1.035749, 2.222780, -0.034625], [-2.165277, 3.177498, 0.202853], [-2.213837, 4.367337, -0.837017], [-2.541476, 5.727715, -0.185300], [-1.299538, 6.601935, 0.003276], [-1.269993, 7.590980, -1.034303], [-0.195198, 8.420284, -0.890342], [-0.053468, 9.145600, 0.031543], [0.080822, 2.205134, 0.796128], [0.084152, 3.107547, 1.991188], [-0.222999, 2.697643, 3.059707], [0.468866, 4.381377, 1.762600], [2.143684, 6.029586, 5.749215], [2.293561, 4.294992, 5.638158], [3.531808, 5.266489, 6.500180], [5.300127, 4.667409, 5.085747], [5.130296, 4.885764, 3.320633], [5.051229, 2.528717, 3.686800], [4.133472, 2.694437, 5.138998], [2.405149, 2.010154, 3.895051], [2.250469, 3.690969, 3.493406], [4.144454, 2.374222, 1.747327], [2.744839, 3.358231, 1.273627], [2.164120, 0.550349, 2.274792], [3.114064, 0.666439, 0.823924], [1.839069, -0.200218, -0.701926], [0.712259, -0.217847, -3.120665], [-1.001243, -0.636543, -2.861927], [1.417552, -1.989899, -1.645112], [-0.282399, -2.209215, -1.100032], [-0.918546, -3.152145, -3.139371], [0.476681, -2.516032, -4.007962], [1.980951, -3.948316, -2.750966], [0.631416, -4.539350, -1.759176], [1.537909, -5.471351, -4.390361], [-0.186659, -5.145088, -4.412414], [-0.238132, -6.489892, -2.213000], [0.031878, -7.442193, -3.669810], [2.636543, -6.815747, -2.951470], [1.889867, -6.802316, -1.383508], [2.866621, -9.063681, -2.293523], [1.409534, -9.110349, -3.241338], [3.553690, -10.004241, -0.671622], [3.477899, -9.454168, 0.998749], [2.683044, -10.939961, 0.527876], [-2.645073, 2.253779, -2.190203], [-2.080582, 0.809906, -2.958222], [-4.948197, 1.911568, -1.938611], [-6.766172, 0.726681, -0.750222], [-7.596234, -1.382307, 0.333068], [-6.683350, -1.062093, 1.791195], [-6.356824, -2.538674, 0.936219], [-3.996157, -2.164794, 0.713250], [-2.188314, -1.032483, -0.428457], [-2.098825, 3.621108, 1.190975], [-3.123289, 2.673076, 0.153245], [-1.267824, 4.389783, -1.369788], [-3.031390, 4.146247, -1.514867], [-3.233594, 6.235238, -0.848311], [-3.032097, 5.586433, 0.774367], [-0.405574, 5.988042, -0.090811], [-1.320303, 7.058756, 0.992511], [0.544093, 8.377006, -1.697118], [-0.183663, 4.955072, 2.192667]], "atomic_forces_ev_per_a": [[-0.28, 0.46, 0.07], [-0.04, -0.19, -0.24], [-0.18, -0.16, 0.21], [-0.29, 0.34, 0.48], [0.13, -0.09, -0.63], [-0.24, -0.57, 1.12], [-0.03, 0.32, -0.65], [-0.08, -0.20, -0.17], [0.06, 0.47, 0.41], [-0.31, -0.19, 0.02], [0.94, -0.61, 0.16], [-0.61, 0.12, -0.45], [0.26, 0.11, 0.30], [-0.71, 0.39, -0.51], [0.65, -0.38, 0.37], [0.04, 0.71, 0.21], [0.03, -0.31, 0.07], [-0.04, 0.12, -0.40], [0.24, -0.15, -0.26], [0.02, 0.09, 0.17], [0.42, -0.13, -0.34], [-0.49, 0.29, 0.53], [0.00, 0.52, 0.06], [-0.55, -0.34, 0.39], [0.26, 0.08, -0.23], [-0.01, -0.50, 0.42], [-0.06, 0.03, 0.03], [0.27, -0.35, 0.00], [0.40, 0.41, 0.29], [-0.05, 0.64, -0.42], [-0.33, -0.17, 0.25], [0.29, -0.53, -0.10], [-0.01, 0.93, -0.63], [-0.52, -0.53, 0.94], [0.67, -0.31, -0.46], [-0.73, -0.23, 0.15], [0.44, -0.37, -0.12], [-0.02, 0.18, -0.31], [0.13, 0.37, 0.80], [0.26, 0.13, -0.25], [0.40, 0.00, -0.03], [-0.51, -0.32, 0.74], [-0.66, 0.07, -0.85], [-0.03, 0.13, -0.03], [0.12, -0.26, 0.04], [0.15, -0.18, 0.03], [0.35, 0.03, -0.12], [0.06, 0.18, -0.08], [0.07, -0.07, -0.15], [-0.05, -0.03, 0.12], [-0.12, -0.20, -0.07], [0.01, 0.19, 0.22], [0.15, 0.16, -0.42], [0.13, 0.11, -0.19], [0.00, 0.10, 0.25], [0.04, -0.20, -0.01], [-0.05, -0.19, -0.29], [-0.18, 0.26, -0.28], [-0.17, 0.28, -0.01], [0.07, 0.09, 0.28], [0.27, -0.13, 0.33], [-0.11, -0.08, -0.12], [0.00, -0.02, -0.14], [0.21, -0.20, 0.19], [0.19, -0.12, 0.18], [-0.08, 0.07, -0.32], [-0.19, 0.11, 0.06], [-0.31, -0.32, 0.01], [0.00, -0.13, -0.14], [0.05, -0.04, -0.24], [0.02, 0.13, 0.11], [0.12, 0.00, 0.22], [-0.11, -0.21, -0.01], [0.00, -0.08, -0.09], [0.00, 0.11, 0.15], [-0.17, -0.11, -0.01], [0.18, 0.28, -0.07], [0.05, 0.04, -0.12], [0.04, 0.07, -0.10], [-0.05, 0.12, -0.13], [-0.07, -0.13, -0.17], [-0.11, 0.03, 0.11], [-0.23, -0.22, -0.12], [-0.03, -0.14, 0.04], [0.15, 0.07, -0.09], [0.08, -0.19, 0.22], [-0.08, -0.28, 0.17], [0.01, 0.22, -0.29], [0.15, -0.05, -0.41], [-0.10, 0.35, 0.12], [-0.18, -0.07, 0.05], [0.21, -0.04, 0.12], [0.13, 0.35, -0.08], [-0.24, -0.15, -0.39], [0.49, 0.21, 0.48]]}